# 1
C4H6Cl2FN2 | the ωB97M-V functional and the def2-TZVPD basis

Positions of all 15 atoms, in Å:
C: -1.66 0.77 -0.02
C: 0.05 -0.86 -0.26
C: 0.90 0.38 -0.67
C: 0.68 1.39 0.42
N: -1.38 -0.48 -0.42
N: -0.80 1.67 0.47
F: 0.48 0.83 -1.83
Cl: -3.32 1.22 -0.25
Cl: 1.56 2.94 0.16
H: 0.39 -1.86 -0.82
H: 0.31 -0.96 0.82
H: 1.99 0.17 -0.92
H: 1.00 1.10 1.33
H: -2.15 -1.14 -0.50
H: -1.15 2.53 0.72

## Properties
**Net charge**: +1
**2S+1**: 3
**LUMO level (spin up / spin down)**: -3.27 / -9.01 eV
**HOMO (spin up / spin down)**: -10.8 / -15.3 eV
**Frontier orbital gap (spin up / spin down)**: 7.57 / 6.26 eV


# 2
C27H21CrN3O3PS | the ωB97M-V functional and the def2-TZVPD basis

Positions of all 57 atoms, in Å:
Cr: 3.71 13.62 11.31
N: 4.59 17.03 13.97
C: 4.15 15.91 13.27
S: 4.51 15.94 11.52
N: 3.64 14.99 13.98
N: 3.30 13.82 13.27
C: 2.87 12.87 14.05
C: 2.50 11.53 13.66
C: 2.28 10.60 14.70
C: 1.93 9.31 14.48
C: 1.80 8.83 13.18
C: 1.99 9.72 12.13
C: 2.40 11.06 12.29
O: 2.72 11.81 11.27
H: 4.73 17.86 13.38
H: 4.13 17.12 14.87
H: 2.83 13.13 15.06
H: 2.36 10.95 15.77
H: 1.75 8.65 15.30
H: 1.51 7.82 12.90
H: 1.71 9.40 11.13
O: 3.25 12.06 8.04
C: 4.26 12.20 8.73
O: 4.54 13.24 9.51
C: 5.31 11.13 8.66
C: 5.40 10.42 7.49
C: 6.26 9.28 7.36
C: 6.92 8.95 8.49
C: 6.90 9.70 9.65
C: 6.07 10.77 9.79
P: 6.21 11.89 11.28
C: 7.94 12.41 11.11
C: 9.13 11.65 11.24
C: 10.35 12.15 10.82
C: 10.49 13.46 10.25
C: 9.33 14.16 10.21
C: 8.07 13.66 10.58
C: 6.24 10.64 12.64
C: 5.47 9.48 12.64
C: 5.62 8.57 13.68
C: 6.43 8.82 14.78
C: 7.15 10.04 14.79
C: 7.04 10.93 13.73
H: 4.76 10.74 6.67
H: 6.47 8.81 6.36
H: 7.53 8.05 8.40
H: 7.57 9.41 10.44
H: 9.17 10.66 11.70
H: 11.24 11.55 10.88
H: 11.48 13.79 9.93
H: 9.30 15.18 9.83
H: 7.24 14.35 10.54
H: 4.74 9.28 11.79
H: 5.13 7.60 13.58
H: 6.61 8.09 15.52
H: 7.81 10.32 15.62
H: 7.60 11.84 13.82

## Properties
**Net charge**: -1
**2S+1**: 5
**LUMO level (spin up / spin down)**: 2.76 / 2.76 eV
**HOMO (spin up / spin down)**: -4.4 / -4.8 eV
**Energy above the lowest of the compared OMol25 structures with the same formula, charge and spin**: 0.00 kcal per mole
**Frontier orbital gap (spin up / spin down)**: 7.12 / 7.52 eV


# 3
C4H13NO2S | the ωB97M-V functional and the def2-TZVPD basis

Positions of all 21 atoms, in Å:
C: 1.48 -0.28 0.71
C: 0.94 -0.73 -0.69
C: 1.05 -2.22 -0.91
S: 0.31 -3.42 0.30
N: -0.48 -0.15 -0.71
C: -0.46 1.20 -1.04
O: -0.39 2.14 0.00
H: 0.83 -0.43 1.52
H: 2.43 -0.67 0.93
H: 1.65 0.84 0.68
H: 1.58 -0.30 -1.51
H: 2.20 -2.52 -1.04
H: 0.68 -2.52 -2.00
H: -0.92 -2.94 0.29
H: -1.00 -0.44 0.18
H: -1.45 1.54 -1.55
H: 0.35 1.54 -1.80
H: -1.13 2.01 0.63
O: -2.40 2.16 1.77
H: -2.70 3.06 1.53
H: -2.56 2.11 2.73

## Properties
**Net charge**: 0
**2S+1**: 1
**LUMO level**: 0.37 eV
**HOMO**: -8.7 eV
**Energy above the lowest of the compared OMol25 structures with the same formula, charge and spin**: 36.87 kcal per mole
**SMILES**: C[C@@H](CS)NCO.O
**Frontier orbital gap**: 9.03 eV


Number 1: energy -1285.3305 a.u., maximum force 5.708 eV/A. Number 2: energy -3215.6437 a.u., maximum force 2.946 eV/A. Number 3: energy -763.5635 a.u., maximum force 4.922 eV/A.